Record 1
Below is 2 unconnected molecules or ions with the total composition C26H31FN3O7, with properties calculated with ωB97M-V with the def2-TZVPD basis set.

Values from the calculation:
orbital gap = 0.2154 hartree
E_tot = -1800.2479 Eh
net charge = -1
HOMO level = -3.31 eV

Each line ends with the natural charge from an NBO analysis.
Positions of all 68 atoms, in Å:
C (2.910, -2.427, -2.437)  -0.41
N (2.923, -1.220, -1.630)  -0.47
C (4.189, -0.646, -1.449)  0.82
O (5.214, -1.241, -1.769)  -0.65
N (4.217, 0.644, -0.914)  -0.49
C (5.510, 1.275, -0.769)  -0.40
C (3.158, 1.117, -0.135)  0.69
O (3.336, 1.864, 0.827)  -0.61
C (1.836, 0.660, -0.592)  -0.37
C (0.742, 1.151, 0.058)  0.03
C (-0.629, 0.805, -0.335)  -0.11
C (-1.157, -0.467, -0.087)  -0.08
C (-2.424, -0.834, -0.492)  -0.12
C (-3.217, 0.112, -1.204)  0.24
N (-4.496, -0.208, -1.561)  -0.45
C (-5.150, -1.357, -0.965)  -0.19
C (-4.220, -2.554, -0.878)  -0.40
C (-2.944, -2.185, -0.121)  -0.42
C (-5.413, 0.826, -2.002)  -0.19
C (-4.727, 1.809, -2.930)  -0.40
C (-3.488, 2.406, -2.268)  -0.41
C (-2.693, 1.404, -1.492)  -0.10
C (-1.448, 1.746, -0.983)  -0.17
C (1.759, -0.431, -1.589)  0.68
O (0.784, -0.738, -2.270)  -0.62
H (1.883, -2.771, -2.531)  0.23
H (3.320, -2.215, -3.432)  0.19
H (3.535, -3.184, -1.959)  0.21
H (5.338, 2.330, -0.555)  0.22
H (6.083, 0.811, 0.042)  0.20
H (6.060, 1.161, -1.703)  0.21
H (0.885, 2.045, 0.672)  0.24
H (-0.544, -1.209, 0.411)  0.23
H (-5.505, -1.081, 0.043)  0.16
H (-6.029, -1.585, -1.578)  0.19
H (-4.743, -3.376, -0.382)  0.20
H (-3.950, -2.895, -1.885)  0.20
H (-2.169, -2.944, -0.294)  0.22
H (-3.140, -2.216, 0.965)  0.20
H (-6.250, 0.325, -2.502)  0.19
H (-5.809, 1.352, -1.115)  0.16
H (-4.431, 1.295, -3.851)  0.20
H (-5.443, 2.589, -3.203)  0.20
H (-2.855, 2.871, -3.035)  0.21
H (-3.787, 3.223, -1.593)  0.20
H (-1.047, 2.753, -1.139)  0.20
C (5.892, -1.734, 1.712)  -0.62
C (4.822, -1.251, 2.644)  -0.08
O (3.655, -0.824, 1.895)  -0.54
C (2.844, -0.041, 2.661)  0.73
C (1.474, 0.027, 2.125)  -0.04
F (1.097, -1.237, 1.726)  -0.38
C (0.450, 0.579, 3.055)  0.74
O (0.575, 0.702, 4.255)  -0.61
O (-0.693, 0.854, 2.396)  -0.53
C (-1.771, 1.344, 3.229)  -0.07
C (-2.849, 1.833, 2.299)  -0.63
O (3.217, 0.488, 3.688)  -0.64
H (6.667, -2.247, 2.289)  0.20
H (5.504, -2.434, 0.967)  0.22
H (6.375, -0.900, 1.195)  0.20
H (4.495, -2.054, 3.319)  0.17
H (5.169, -0.406, 3.249)  0.21
H (-2.121, 0.506, 3.851)  0.18
H (-1.395, 2.141, 3.887)  0.19
H (-3.689, 2.245, 2.862)  0.20
H (-2.467, 2.608, 1.624)  0.22
H (-3.227, 1.009, 1.684)  0.21

---

Record 2
Below is a single C26H31FN4O4 molecule, with properties calculated with ωB97M-V with the def2-TZVPD basis set.

Values from the calculation:
orbital gap = 0.3157 hartree
E_tot = -1629.2496 Eh
HOMO level = -8.35 eV
SMILES = CCn1cc(C(=O)NCCC(C)C)c(=O)c2cc(F)c(N3CCN(C(=O)c4ccco4)CC3)cc21

Each line ends with the natural charge from an NBO analysis.
Positions of all 66 atoms, in Å:
C (1.742, 3.111, -0.796)  -0.62
C (1.315, 2.917, 0.657)  -0.20
N (1.355, 1.519, 1.040)  -0.38
C (2.457, 1.058, 1.663)  0.14
C (2.663, -0.227, 2.056)  -0.32
C (3.974, -0.507, 2.725)  0.67
O (4.830, 0.362, 2.821)  -0.67
N (4.102, -1.751, 3.206)  -0.62
C (5.316, -2.230, 3.814)  -0.22
C (6.150, -3.128, 2.894)  -0.40
C (5.517, -4.495, 2.585)  -0.22
C (4.599, -4.446, 1.365)  -0.61
C (6.616, -5.533, 2.349)  -0.60
C (1.648, -1.229, 1.806)  0.50
O (1.730, -2.415, 2.135)  -0.65
C (0.474, -0.712, 1.102)  -0.13
C (-0.557, -1.602, 0.783)  -0.21
C (-1.669, -1.179, 0.114)  0.33
F (-2.605, -2.101, -0.219)  -0.33
C (-1.845, 0.168, -0.272)  0.23
N (-2.948, 0.563, -0.993)  -0.45
C (-2.943, 1.777, -1.773)  -0.22
C (-3.811, 1.568, -3.026)  -0.23
N (-5.147, 1.184, -2.649)  -0.42
C (-6.292, 1.907, -2.734)  0.63
O (-7.319, 1.531, -2.187)  -0.62
C (-6.343, 3.149, -3.527)  0.14
C (-7.438, 3.974, -3.614)  -0.22
C (-7.089, 5.016, -4.497)  -0.32
C (-5.812, 4.756, -4.891)  0.11
O (-5.351, 3.637, -4.314)  -0.41
C (-5.150, -0.025, -1.849)  -0.23
C (-4.292, 0.181, -0.602)  -0.22
C (-0.812, 1.046, 0.050)  -0.37
C (0.343, 0.636, 0.722)  0.26
H (1.698, 4.165, -1.059)  0.22
H (1.097, 2.553, -1.470)  0.21
H (2.763, 2.762, -0.932)  0.22
H (1.998, 3.462, 1.312)  0.22
H (0.310, 3.313, 0.825)  0.20
H (3.240, 1.776, 1.870)  0.24
H (3.338, -2.399, 3.038)  0.44
H (5.061, -2.774, 4.729)  0.19
H (5.904, -1.346, 4.077)  0.23
H (7.109, -3.287, 3.392)  0.20
H (6.346, -2.594, 1.963)  0.21
H (4.929, -4.812, 3.454)  0.19
H (3.755, -3.780, 1.516)  0.22
H (4.207, -5.439, 1.154)  0.20
H (5.153, -4.107, 0.491)  0.20
H (6.181, -6.504, 2.124)  0.20
H (7.247, -5.638, 3.229)  0.20
H (7.242, -5.235, 1.510)  0.20
H (-0.443, -2.639, 1.059)  0.26
H (-1.926, 2.002, -2.098)  0.21
H (-3.337, 2.630, -1.198)  0.18
H (-3.816, 2.475, -3.622)  0.24
H (-3.375, 0.755, -3.620)  0.20
H (-8.366, 3.829, -3.101)  0.25
H (-7.702, 5.840, -4.798)  0.23
H (-5.146, 5.272, -5.555)  0.21
H (-6.181, -0.245, -1.570)  0.26
H (-4.743, -0.847, -2.445)  0.20
H (-4.280, -0.730, -0.010)  0.24
H (-4.739, 0.983, 0.006)  0.18
H (-0.932, 2.080, -0.219)  0.22

---

Record 3
Below is a molecular structure, C26H31FN5O4Os, with properties calculated with ωB97M-V with the def2-TZVPD basis set.

Values from the calculation:
orbital gap = 0.2699 hartree
E_tot = -1773.7664 Eh
net charge = +3
HOMO level = -16.08 eV

Each line ends with the natural charge from an NBO analysis.
Positions of all 68 atoms, in Å:
Os (0.495, -0.462, -0.074)  1.50
N (-3.678, -0.928, -0.255)  -0.72
C (-2.435, -0.508, -0.288)  0.72
O (-1.483, -1.258, 0.075)  -0.68
C (-2.086, 0.862, -0.778)  -0.53
C (-0.680, 1.169, -0.291)  -0.59
H (-3.888, -1.874, 0.026)  0.43
H (-4.440, -0.334, -0.543)  0.43
H (-2.827, 1.608, -0.487)  0.27
H (-2.098, 0.813, -1.872)  0.28
H (-0.654, 1.571, 0.739)  0.25
H (-0.143, 1.877, -0.932)  0.26
F (0.845, -3.432, 6.018)  -0.31
C (0.707, -4.016, 4.820)  0.42
C (0.720, -3.219, 3.722)  -0.21
C (0.522, -3.766, 2.441)  -0.19
C (0.503, -2.934, 1.276)  0.56
O (0.743, -1.652, 1.461)  -0.62
C (0.264, -3.547, 0.038)  -0.34
C (0.063, -4.916, 0.015)  0.20
N (0.116, -5.704, 1.082)  -0.31
C (-0.124, -7.137, 0.920)  -0.10
C (0.493, -7.845, -0.246)  -0.40
C (1.015, -8.091, 1.136)  -0.42
C (0.325, -5.153, 2.341)  0.29
C (0.334, -5.960, 3.485)  -0.31
C (0.516, -5.425, 4.755)  0.17
N (0.510, -6.229, 5.885)  -0.43
C (-0.300, -7.435, 5.958)  -0.24
C (0.569, -8.619, 6.376)  -0.23
N (1.581, -8.144, 7.403)  -0.49
C (1.080, -6.947, 8.159)  -0.24
C (0.952, -5.759, 7.205)  -0.23
C (0.170, -2.903, -1.323)  0.79
O (-0.388, -3.432, -2.231)  -0.50
O (0.838, -1.719, -1.454)  -0.62
H (0.856, -2.155, 3.852)  0.26
H (-0.147, -5.401, -0.929)  0.27
H (-1.121, -7.421, 1.232)  0.24
H (1.129, -7.278, -0.911)  0.24
H (-0.103, -8.607, -0.726)  0.26
H (1.981, -7.663, 1.374)  0.23
H (0.793, -9.035, 1.614)  0.24
H (0.221, -7.024, 3.361)  0.24
H (-0.767, -7.659, 5.004)  0.25
H (-1.120, -7.291, 6.669)  0.22
H (1.135, -9.030, 5.543)  0.23
H (-0.021, -9.411, 6.833)  0.25
H (2.456, -7.903, 6.935)  0.44
H (1.802, -8.902, 8.051)  0.46
H (1.780, -6.723, 8.961)  0.26
H (0.132, -7.239, 8.605)  0.24
H (1.918, -5.267, 7.106)  0.23
H (0.260, -5.048, 7.661)  0.24
C (6.134, 2.340, -0.748)  -0.66
C (4.841, 1.619, -0.564)  0.12
C (4.201, 1.557, 0.676)  -0.23
C (2.999, 0.906, 0.798)  0.06
N (2.390, 0.314, -0.251)  -0.49
C (3.007, 0.345, -1.453)  0.06
C (4.210, 0.982, -1.635)  -0.22
H (6.591, 2.600, 0.204)  0.24
H (5.961, 3.263, -1.306)  0.26
H (6.834, 1.740, -1.329)  0.25
H (4.642, 2.018, 1.549)  0.25
H (2.491, 0.841, 1.753)  0.22
H (2.507, -0.162, -2.267)  0.24
H (4.659, 0.981, -2.619)  0.26

---

Record 4
Below is a molecular structure, C26H31N2O8Pb, with properties calculated with ωB97M-V with the def2-TZVPD basis set.

Values from the calculation:
orbital gap = 0.1319 hartree
E_tot = -1913.2954 Eh
net charge = -1
HOMO level = -2.73 eV

Each line ends with the natural charge from an NBO analysis.
Positions of all 68 atoms, in Å:
O (-2.647, -2.995, -0.255)  -0.56
C (-1.965, -4.164, 0.277)  -0.06
C (-3.129, -5.061, -0.190)  -0.45
H (-1.886, -4.065, 1.385)  0.18
H (-0.967, -4.315, -0.184)  0.17
C (-3.913, -3.728, -0.381)  0.28
H (-3.503, -5.694, 0.621)  0.21
H (-2.899, -5.636, -1.095)  0.21
C (-4.895, -3.498, 0.753)  -0.64
H (-4.443, -3.665, 1.726)  0.21
H (-5.759, -4.165, 0.668)  0.21
H (-5.274, -2.479, 0.710)  0.24
C (-4.673, -3.386, -1.660)  -0.63
H (-4.188, -3.684, -2.605)  0.21
H (-4.953, -2.305, -1.653)  0.23
H (-5.637, -3.906, -1.619)  0.21
Pb (0.737, -1.735, -0.717)  1.40
C (1.107, 1.239, -2.615)  -0.26
C (2.073, 0.267, -2.961)  -0.30
C (1.378, -0.931, -3.319)  -0.46
H (3.155, 0.423, -3.043)  0.21
C (-0.030, -0.673, -3.209)  -0.43
C (-0.186, 0.671, -2.771)  -0.31
H (-1.138, 1.205, -2.651)  0.23
H (1.311, 2.288, -2.387)  0.23
H (1.831, -1.816, -3.749)  0.22
H (-0.838, -1.356, -3.472)  0.22
C (0.147, 3.489, 0.596)  -0.34
C (-0.906, 3.607, -0.343)  -0.36
C (-2.102, 3.131, 0.288)  -0.39
H (-0.829, 3.977, -1.360)  0.18
C (-1.776, 2.665, 1.600)  -0.39
C (-0.374, 2.875, 1.770)  -0.35
H (0.190, 2.620, 2.661)  0.17
H (1.155, 3.858, 0.461)  0.17
H (-3.100, 3.099, -0.136)  0.17
H (-2.480, 2.210, 2.310)  0.18
O (-3.787, -0.637, 1.428)  -0.56
C (-3.406, -0.200, 0.091)  -0.06
C (-1.893, -0.498, -0.167)  -0.52
H (-3.554, 0.904, -0.046)  0.22
H (-4.070, -0.719, -0.634)  0.15
C (-1.349, -0.900, 1.230)  -0.50
H (-1.461, 0.443, -0.555)  0.29
H (-1.864, -1.279, -0.945)  0.23
C (-2.579, -0.946, 2.180)  -0.05
H (-0.684, -0.100, 1.577)  0.28
H (-0.816, -1.860, 1.374)  0.18
H (-2.369, -0.177, 2.956)  0.19
H (-2.712, -1.943, 2.666)  0.16
O (1.609, 0.747, 0.278)  -0.68
C (2.837, 0.401, 0.140)  0.77
O (3.149, -0.769, -0.288)  -0.79
C (4.032, 1.350, 0.492)  -0.15
C (5.361, 0.857, 0.647)  -0.09
C (6.450, 1.742, 0.904)  -0.02
C (6.268, 3.114, 1.164)  -0.13
C (4.954, 3.590, 1.089)  -0.02
C (3.864, 2.716, 0.814)  -0.04
N (4.612, 4.956, 1.348)  0.50
O (5.512, 5.803, 1.528)  -0.39
O (3.387, 5.230, 1.312)  -0.34
N (7.776, 1.204, 0.956)  0.51
O (7.893, -0.024, 0.760)  -0.38
O (8.731, 1.992, 1.117)  -0.38
H (5.564, -0.219, 0.669)  0.27
H (7.094, 3.745, 1.512)  0.27
H (2.860, 3.108, 0.952)  0.28